Density functional theory data (the ωB97M-V functional and the def2-TZVPD basis) for an isolated molecule of C10H15NO4Si.

Its structure (SMILES) is c1cc([Si]23OCCN(CCO2)CCO3)co1. The value obtained for the gap between HOMO and LUMO is 9.280 eV. The value obtained for the HOMO energy is -8.37 eV.

```
31
C10H15NO4Si, DFT the ωB97M-V functional and the def2-TZVPD basis
Si -0.23 -0.02 0.70
O 0.44 -1.45 0.12
O -1.58 0.17 -0.22
O 0.76 1.34 0.64
O -1.57 -1.15 4.35
N 0.56 0.31 -2.13
C -0.82 -0.23 2.46
C -1.96 0.15 4.31
C -1.59 -0.69 -1.34
C 1.64 -1.35 -0.52
C 1.61 1.78 -0.43
C 0.93 1.71 -1.75
C -0.89 -1.38 3.18
C 1.53 -0.80 -1.92
C -1.53 0.75 3.16
C -0.86 -0.04 -2.49
H -0.01 2.29 -1.71
H 2.08 -2.37 -0.53
H -1.34 0.90 -2.78
H -2.55 0.62 5.12
H 2.53 -0.49 -2.26
H 1.93 2.81 -0.19
H -1.64 1.77 2.77
H 2.31 -0.74 0.12
H 2.56 1.19 -0.36
H 1.56 2.11 -2.57
H -0.85 -0.68 -3.35
H -2.62 -0.93 -1.62
H 1.20 -1.64 -2.60
H -0.48 -2.30 2.88
H -1.10 -1.64 -1.03
```

Results of the Mulliken charge analysis, in e, for atoms 1 through 6: 0.39, -0.32, -0.31, -0.28, -0.36, 0.21

=====

Density functional theory data (the ωB97M-V functional and the def2-TZVPD basis) for a cluster of 2 separate species, C10H16 in total.

The value obtained for the gap between HOMO and LUMO (alpha / beta) is 3.060 / 7.399 eV. The value obtained for the HOMO energy (alpha / beta) is 0.76 / -3.63 eV. Its spin multiplicity is 2. Its charge is -1.

```
26
C10H16, DFT the ωB97M-V functional and the def2-TZVPD basis
C -2.24 -0.64 0.16
C 1.94 -0.28 -1.38
C 1.58 -0.57 -0.03
C 0.68 1.58 0.51
C -3.22 -0.36 -1.00
C 1.29 1.92 -0.74
C -2.01 -2.04 0.47
C 1.81 1.08 -1.73
C 0.94 0.28 0.83
C 0.83 -0.11 2.33
H 0.40 0.70 3.04
H -2.96 0.69 -1.18
H 1.82 -0.37 2.80
H -1.18 -0.25 -0.18
H 2.48 -1.13 -1.70
H 1.77 -1.47 0.33
H -2.52 -2.88 -0.06
H 0.19 -0.99 2.39
H 0.13 2.22 1.21
H -4.27 -0.44 -0.81
H -2.61 -0.08 1.15
H 1.20 3.10 -0.95
H -0.98 -2.32 0.41
H -2.92 -1.02 -1.83
H -2.29 -2.25 1.59
H 2.15 1.39 -2.74
```

Results of the Mulliken charge analysis, in e, for atoms 1 through 6: 0.63, -0.97, -0.23, -0.40, -1.39, -0.43

=====

no.,energy (eV)
1,-28172.6482
2,-10626.0342